Record 1
Density functional theory data (ωB97M-V/def2-TZVPD) for a molecular structure, C2H4Br2N in a non-equilibrium geometry.

Computed properties:
**M**: 201.9 g mol⁻¹
**Net charge**: +1
**E_LUMO**: -5.2 eV

Last column: Mulliken charge in e.
Positions of all 9 atoms, in Å:
C 0.844 1.100 0.862  -0.50
C -1.260 -1.285 -0.720  0.08
N -0.436 -1.752 -1.393  -0.14
Br 1.214 2.843 1.601  0.03
Br -1.007 1.013 0.141  0.08
H 1.514 0.909 0.026  0.34
H -2.230 -1.448 -0.299  0.43
H 0.454 -1.722 -1.859  0.32
H 0.907 0.343 1.641  0.37

---

Record 2
Density functional theory data (ωB97M-V/def2-TZVPD) for a molecular structure, C10H15F3O6S in a non-equilibrium geometry.

Computed properties:
**M**: 320.3 g mol⁻¹
**E_LUMO**: 0.3 eV

Last column: Mulliken charge in e.
Positions of all 35 atoms, in Å:
C 0.896 1.181 3.274  -0.65
C 1.827 0.150 3.312  -0.29
C 3.157 0.216 2.466  -0.98
C 2.944 -0.502 1.057  1.41
C 3.766 -1.854 0.897  -1.41
C 1.471 -0.933 0.627  -0.45
O 1.585 -0.953 -0.841  -0.38
S 2.106 0.629 -1.092  1.08
O 0.906 1.479 -0.902  -0.48
O 2.860 0.915 -2.329  -0.60
O 3.253 0.587 0.109  -0.41
H 0.320 1.409 4.213  0.28
H 0.653 1.768 2.340  0.23
H 1.634 -0.772 3.929  0.35
H 4.036 -0.263 2.979  0.37
H 3.441 1.296 2.302  0.33
H 4.631 -1.843 1.626  0.41
H 4.156 -2.044 -0.137  0.30
H 3.093 -2.701 1.229  0.30
H 1.089 -1.943 0.935  0.41
H 0.611 -0.258 0.931  0.17
C -2.241 1.802 -1.123  -1.04
C -2.298 0.988 -2.399  -0.19
O -3.048 -0.222 -2.200  -0.32
C -4.381 -0.103 -2.265  0.35
O -4.962 0.924 -2.467  -0.50
C -5.043 -1.465 -2.086  0.89
F -4.507 -2.164 -1.071  -0.25
F -4.916 -2.224 -3.187  -0.25
F -6.352 -1.367 -1.833  -0.24
H -1.847 1.198 -0.302  0.20
H -1.605 2.678 -1.254  0.34
H -3.236 2.137 -0.824  0.41
H -1.290 0.686 -2.686  0.30
H -2.710 1.567 -3.228  0.30

---

Record 3
Density functional theory data (ωB97M-V/def2-TZVPD) for a molecular structure, C24H56O34S7 in a non-equilibrium geometry.

Computed properties:
**M**: 1113.1 g mol⁻¹
**E_LUMO**: -0.3 eV

Last column: Mulliken charge in e.
Positions of all 121 atoms, in Å:
C 0.045 -0.576 -4.807  -1.04
C 0.352 0.366 -3.607  0.36
C 1.829 0.723 -3.736  -0.09
S 2.629 -0.777 -4.351  0.94
O 3.344 -1.488 -3.319  -0.75
O 3.313 -0.504 -5.574  -0.74
C 1.086 -1.657 -4.678  -0.24
H 0.060 0.034 -5.708  0.42
H -0.957 -0.982 -4.650  0.36
H 0.153 -0.182 -2.686  -0.44
H -0.295 1.240 -3.676  0.58
H 2.242 1.053 -2.783  -0.31
H 2.004 1.467 -4.512  0.56
H 0.949 -2.234 -3.765  -0.24
H 1.204 -2.278 -5.562  0.58
C -4.094 0.134 3.022  0.30
C -3.125 0.633 4.119  0.14
O -3.728 1.836 4.629  -0.25
S -5.294 1.666 4.539  1.06
O -5.887 2.933 4.452  -0.55
O -5.739 0.716 5.495  -0.59
O -5.273 0.970 3.108  -0.35
H -4.404 -0.902 3.141  0.40
H -3.704 0.312 2.021  -0.25
H -2.127 0.835 3.753  -0.21
H -3.102 -0.065 4.956  0.41
C -1.763 6.289 1.260  -0.47
C -3.207 6.196 1.759  -0.44
O -3.538 4.792 1.617  -0.33
S -2.237 3.926 1.387  1.15
O -2.089 3.585 0.014  -0.67
O -2.182 2.912 2.352  -0.58
O -1.190 5.056 1.747  -0.19
H -1.237 7.130 1.688  0.43
H -1.776 6.277 0.171  0.29
H -3.882 6.776 1.141  0.31
H -3.244 6.428 2.822  0.31
C -1.817 -4.753 -1.326  0.14
C -2.011 -3.730 -2.448  -0.06
O -0.947 -4.018 -3.363  -0.08
S -0.896 -5.598 -3.506  1.21
O 0.403 -5.966 -3.875  -0.57
O -2.007 -6.062 -4.233  -0.60
O -1.172 -5.884 -1.961  -0.42
H -2.766 -5.117 -0.937  0.39
H -1.196 -4.407 -0.503  -0.16
H -1.923 -2.694 -2.128  -0.26
H -2.986 -3.861 -2.921  0.48
C 1.232 4.113 -1.048  1.23
C 1.276 4.821 -2.419  -0.16
O 2.021 6.016 -2.229  -0.39
S 1.766 6.518 -0.750  1.02
O 0.488 7.109 -0.653  -0.56
O 2.898 7.183 -0.296  -0.57
O 1.725 5.069 -0.108  -0.16
H 1.804 3.183 -1.046  -0.44
H 0.217 3.833 -0.770  -0.40
H 0.266 5.018 -2.793  0.31
H 1.735 4.205 -3.189  0.23
C 4.104 -0.345 -0.850  0.99
C 3.986 -0.998 0.511  1.01
O 4.845 -0.296 1.399  -0.43
S 5.501 0.963 0.668  1.21
O 6.721 0.571 0.086  -0.64
O 5.452 2.132 1.457  -0.57
O 4.394 1.008 -0.468  -0.29
H 3.194 -0.399 -1.438  -1.22
H 4.906 -0.775 -1.452  0.39
H 4.216 -2.065 0.462  0.55
H 2.954 -0.961 0.868  -0.75
C 3.170 2.720 3.759  -0.37
C 2.329 2.764 2.459  -0.51
O 2.144 1.359 2.122  0.32
S 1.947 0.597 3.491  0.95
O 2.130 -0.795 3.347  -0.45
O 0.853 1.101 4.248  -0.66
O 3.268 1.299 4.067  -0.45
H 2.707 3.169 4.631  0.30
H 4.196 3.029 3.595  0.31
H 2.791 3.252 1.614  0.38
H 1.300 3.098 2.602  0.19
C 1.806 -3.125 -0.043  0.52
C 2.778 -3.907 -0.869  -0.85
O 3.944 -3.110 -1.096  -0.61
O 1.310 -2.018 -0.842  1.50
H 2.318 -2.687 0.817  -0.12
H 0.981 -3.753 0.304  -0.77
H 2.334 -4.181 -1.834  0.33
H 3.105 -4.819 -0.368  0.41
H 3.736 -2.479 -1.800  0.23
H 0.345 -2.102 -0.783  -0.94
C -5.189 -2.127 -1.677  -0.31
C -4.810 -0.771 -1.162  -0.33
O -3.502 -0.363 -1.572  -0.51
O -5.282 -2.123 -3.085  -0.52
H -6.188 -2.336 -1.270  0.50
H -4.538 -2.949 -1.358  0.06
H -4.904 -0.704 -0.079  0.09
H -5.576 -0.095 -1.563  0.46
H -3.588 -0.003 -2.459  0.24
H -6.069 -2.597 -3.359  0.31
C 1.696 -4.531 3.757  -0.73
C 0.615 -3.645 3.182  0.52
O -0.374 -4.455 2.520  -0.62
O 2.326 -5.265 2.715  -0.56
H 1.228 -5.268 4.411  0.30
H 2.424 -3.940 4.320  0.36
H 1.041 -2.959 2.441  -0.50
H 0.085 -3.086 3.949  0.50
H 0.107 -4.992 1.881  0.36
H 3.073 -4.768 2.371  0.32
C -0.280 0.903 0.070  0.93
C -0.805 -0.306 0.813  0.31
O -1.372 -1.257 -0.081  0.00
O 0.926 0.687 -0.632  2.16
H -0.149 1.713 0.802  -0.41
H -1.086 1.346 -0.535  0.30
H -1.494 0.007 1.607  -1.22
H -0.009 -0.816 1.366  -0.53
H -2.212 -0.929 -0.437  -0.11
H 0.894 -0.242 -0.881  -1.36

---

Record 4
Density functional theory data (ωB97M-V/def2-TZVPD) for a molecular structure, C39H78Br2N6O2PS2 in a non-equilibrium geometry.

Computed properties:
**M**: 918.0 g mol⁻¹
**Net charge**: +1
**E_LUMO**: -2.7 eV

Last column: Mulliken charge in e.
Positions of all 130 atoms, in Å:
C -1.480 4.066 3.534  -1.14
C -0.971 3.515 4.863  -0.84
C -0.239 2.167 4.724  0.82
C -0.896 1.057 5.548  -1.14
N -0.033 -0.090 5.875  0.03
C -0.060 -1.209 4.960  -1.95
C 0.059 -0.864 3.493  -1.22
N -0.316 -2.128 2.751  0.94
C -0.824 -1.654 1.400  -0.08
C -0.685 -2.592 0.222  -1.69
C -1.255 -1.899 -1.025  -0.91
S -0.054 -1.041 -2.060  0.01
C -0.223 0.659 -1.608  -0.02
S -0.467 1.743 -2.778  -0.12
N -0.005 0.968 -0.245  0.57
C -0.888 2.004 0.310  0.79
C -2.365 1.802 0.009  -1.31
C 1.415 1.284 -0.037  -0.75
C 1.846 1.147 1.429  0.02
C -1.103 -3.054 3.752  1.49
C -2.490 -3.647 3.349  -1.52
C -3.612 -2.832 2.704  -0.54
C -3.832 -2.996 1.343  -0.31
C -4.813 -2.326 0.668  -0.83
C -5.636 -1.457 1.356  -0.92
C -5.482 -1.337 2.714  -0.64
C -4.500 -2.020 3.411  1.53
C -4.505 -1.861 4.906  -1.49
C -0.095 -4.252 4.019  -1.63
Br 0.342 -5.029 2.299  0.11
C -0.550 -5.325 5.060  0.41
C 0.296 -5.274 6.340  -1.21
Br -0.406 -7.171 4.396  -0.10
C -1.354 -2.045 4.944  -0.67
P -1.727 -2.425 6.694  1.29
N -2.525 -1.339 7.458  -1.02
O -0.314 -2.671 7.375  -0.68
O -2.466 -3.836 6.723  -0.74
H -1.738 5.119 3.626  0.47
H -2.390 3.554 3.222  0.23
H -0.732 3.993 2.747  0.25
H -1.831 3.392 5.523  0.39
H -0.330 4.249 5.346  0.35
H -0.291 1.907 3.665  -0.89
H 0.809 2.271 5.002  0.46
H -1.242 1.479 6.491  0.64
H -1.787 0.707 5.023  0.25
H 0.923 0.245 5.904  0.51
H 0.783 -1.854 5.209  0.80
H 1.056 -0.561 3.196  0.81
H -0.707 -0.135 3.243  0.57
H 0.588 -2.536 2.512  0.73
H -0.180 -0.808 1.148  0.57
H -1.811 -1.227 1.533  0.02
H 0.383 -2.748 0.058  0.77
H -1.106 -3.574 0.369  0.26
H -1.708 -2.649 -1.668  0.62
H -2.035 -1.201 -0.732  -0.15
H -0.555 2.997 -0.004  0.50
H -0.748 1.960 1.391  -1.11
H -2.673 2.372 -0.863  0.41
H -2.604 0.758 -0.183  0.24
H -2.964 2.158 0.845  0.35
H 1.598 2.309 -0.371  0.49
H 2.002 0.606 -0.651  0.31
H 1.000 0.880 2.061  -0.78
H 2.232 2.086 1.817  0.39
H 2.633 0.406 1.545  0.29
H -2.357 -4.542 2.745  1.02
H -2.871 -4.000 4.306  0.55
H -3.238 -3.692 0.782  0.56
H -4.950 -2.477 -0.393  0.48
H -6.412 -0.902 0.853  0.44
H -6.158 -0.705 3.274  0.52
H -5.535 -1.887 5.256  0.67
H -4.105 -0.898 5.216  0.22
H -3.984 -2.664 5.413  0.16
H 0.849 -3.847 4.370  0.61
H -1.605 -5.272 5.266  0.37
H 1.016 -4.461 6.312  0.27
H 0.871 -6.185 6.455  0.54
H -0.326 -5.163 7.219  0.18
H -2.101 -1.367 4.534  0.01
H -2.796 -0.520 6.938  0.21
H -0.219 -1.930 7.997  0.40
H -3.034 -3.819 7.512  0.45
C 4.506 -2.085 -8.288  -1.46
C 3.911 -1.212 -7.195  -0.21
N 2.605 -1.661 -6.745  0.10
C 1.935 -0.702 -5.889  -0.86
C 2.559 -0.383 -4.523  -0.12
C 2.527 -3.047 -6.321  -0.68
C 3.429 -3.502 -5.162  -0.88
H 3.837 -2.142 -9.148  0.34
H 5.453 -1.660 -8.620  0.44
H 4.710 -3.099 -7.943  0.31
H 3.783 -0.200 -7.590  0.37
H 4.642 -1.131 -6.374  0.23
H 0.906 -1.041 -5.736  0.26
H 1.853 0.233 -6.452  0.41
H 2.387 -1.181 -3.801  -0.01
H 2.096 0.521 -4.120  -0.18
H 3.632 -0.200 -4.588  0.41
H 2.743 -3.676 -7.187  0.43
H 1.484 -3.257 -6.072  0.33
H 4.439 -3.098 -5.251  0.24
H 3.513 -4.591 -5.167  0.38
H 3.032 -3.213 -4.190  0.19
C -0.175 6.582 -5.008  -1.35
C 1.052 6.517 -5.904  -0.32
N 2.243 6.049 -5.217  0.15
C 3.457 6.217 -5.997  -0.68
C 3.606 5.417 -7.298  -0.94
C 2.107 4.782 -4.525  -1.15
C 1.705 3.547 -5.344  0.13
H 0.008 7.222 -4.144  0.33
H -1.014 6.995 -5.568  0.43
H -0.478 5.597 -4.650  0.21
H 1.267 7.524 -6.271  0.48
H 0.805 5.913 -6.792  0.24
H 4.308 5.999 -5.345  0.34
H 3.537 7.281 -6.238  0.42
H 3.847 4.371 -7.112  0.21
H 4.425 5.833 -7.888  0.39
H 2.707 5.459 -7.912  0.28
H 1.372 4.913 -3.727  0.38
H 3.050 4.583 -4.009  0.32
H 0.914 3.769 -6.062  0.26
H 1.329 2.773 -4.673  -0.35
H 2.547 3.119 -5.887  0.18

---

Record 5
Density functional theory data (ωB97M-V/def2-TZVPD) for a molecular structure, C38H34I2N9ORb in a non-equilibrium geometry.

Computed properties:
**M**: 972.0 g mol⁻¹
**E_LUMO**: -0.2 eV

Last column: Mulliken charge in e.
Positions of all 85 atoms, in Å:
Rb -0.794 -1.624 0.352  0.54
C -0.027 -3.285 -3.346  -0.82
N 0.600 -2.897 -2.113  0.30
C 1.617 -3.871 -1.740  -0.94
C 2.401 -3.410 -0.579  0.21
N 1.902 -3.201 0.570  -0.52
C 2.868 -2.586 1.358  0.63
C 2.792 -2.264 2.721  0.50
C 3.863 -1.632 3.323  -0.64
C 5.016 -1.369 2.534  -0.61
C 5.093 -1.669 1.200  -1.15
C 4.014 -2.369 0.592  0.33
N 3.653 -2.866 -0.678  0.00
C -0.771 -2.095 -3.905  0.02
N -0.452 -0.825 -3.715  0.00
C -1.279 -0.138 -4.580  0.30
C -1.350 1.264 -4.773  -0.28
C -2.345 1.803 -5.603  -0.74
C -3.157 0.862 -6.270  -0.38
C -2.996 -0.462 -6.171  -0.93
C -2.096 -0.999 -5.267  0.27
N -1.767 -2.269 -4.818  -0.10
H -0.718 -4.138 -3.226  0.36
H 0.760 -3.643 -3.988  0.35
H 0.840 -1.964 -2.129  -0.15
H 2.213 -4.033 -2.637  0.45
H 1.193 -4.841 -1.407  0.33
H 1.866 -2.476 3.301  -0.23
H 3.837 -1.556 4.401  0.46
H 5.862 -0.955 2.966  0.51
H 6.026 -1.359 0.704  0.35
H 4.428 -3.090 -1.340  0.29
H -0.668 1.887 -4.302  0.55
H -2.503 2.905 -5.567  0.35
H -3.856 1.323 -7.002  0.31
H -3.537 -1.115 -6.795  0.43
H -1.969 -3.182 -5.233  0.29
I -2.377 -0.142 8.700  0.00
C -1.771 -0.727 6.801  -0.39
C -1.065 -1.925 6.574  -0.16
C -0.763 -2.340 5.277  -0.06
I -0.067 -4.204 4.780  0.00
C -1.111 -1.500 4.150  0.07
O -0.658 -1.770 2.973  -0.21
C -1.928 -0.339 4.418  -0.60
C -2.201 0.477 3.152  0.07
N -3.181 -0.167 2.269  -0.06
C -4.032 0.668 1.485  -1.04
C -3.217 1.538 0.547  0.46
C -3.558 2.850 0.444  -0.25
C -2.811 3.740 -0.343  -0.83
C -1.800 3.216 -1.031  -0.80
C -1.444 1.841 -0.908  -0.42
N -2.084 1.028 -0.045  0.42
C -2.224 0.036 5.713  -0.37
H -0.737 -2.611 7.362  0.32
H -1.237 0.554 2.670  -0.51
H -2.534 1.475 3.333  0.71
H -3.653 -0.901 2.785  0.31
H -4.611 1.437 2.148  0.30
H -4.759 -0.012 1.010  0.33
H -4.398 3.327 0.993  0.25
H -3.101 4.771 -0.421  0.45
H -1.228 3.756 -1.726  0.55
H -0.791 1.304 -1.569  0.57
H -2.650 1.025 5.895  0.39
N 1.080 1.090 1.983  0.28
C 1.593 2.067 1.234  0.48
C 1.770 3.285 1.804  -0.79
C 2.116 4.359 1.041  -0.71
C 2.322 4.318 -0.297  -1.06
C 2.198 3.072 -0.942  0.67
C 2.305 2.825 -2.330  -0.89
C 2.140 1.598 -2.835  -1.17
C 1.762 0.560 -1.951  -0.13
N 1.625 0.705 -0.659  0.42
C 1.810 1.920 -0.157  0.49
H 0.794 1.220 2.924  0.18
H 0.963 0.182 1.617  -0.62
H 1.731 3.318 2.873  0.51
H 2.318 5.300 1.499  0.40
H 2.483 5.225 -0.886  0.38
H 2.533 3.677 -2.989  0.35
H 2.222 1.439 -3.913  0.50
H 1.665 -0.423 -2.292  0.63

---

Record 6
Density functional theory data (ωB97M-V/def2-TZVPD) for 2 unconnected molecules or ions with the total composition C6H12O in a non-equilibrium geometry.

Computed properties:
**M**: 100.2 g mol⁻¹
**Net charge**: -1
**Spin multiplicity**: 2
**E_LUMO (spin up / spin down)**: 4.0 / 3.9 eV

Last column: Löwdin spin population.
Positions of all 19 atoms, in Å:
C -0.544 -0.062 1.856  0.05
C -0.766 -0.235 0.391  0.24
C 0.150 -0.873 -0.425  0.08
C 1.424 -1.377 -0.106  0.13
C 2.412 -1.643 -1.052  0.31
C -1.899 0.538 -0.191  0.05
H -1.261 0.646 2.272  0.00
H 0.488 0.276 2.038  0.02
H -0.613 -1.008 2.404  0.01
H -0.150 -1.092 -1.453  0.00
H 1.671 -1.545 0.950  0.01
H 2.458 -1.169 -2.023  0.03
H 3.273 -2.250 -0.797  0.03
H -2.889 0.108 0.055  0.01
H -1.886 0.485 -1.290  0.00
H -1.955 1.581 0.154  0.02
H -0.748 2.566 -1.024  0.00
H 0.679 2.166 -0.698  0.00
O 0.156 2.889 -1.060  0.00

---

- What is the formula in the second record?
  C10H15F3O6S